The following is a DFT calculation (ωB97M-V/def2-TZVPD) of the molecule C13H15N7O3S at a distorted geometry.

```
39
Properties=species:S:1:pos:R:3:forces:R:3:mulliken_charge:R:1
C -4.4463 0.2285 4.2948 2.1 0.3 -1.1 -0.70
C -3.3289 0.2702 3.4918 -2.6 0.9 1.3 -0.47
C -2.5937 -0.8784 2.9597 0.4 -1.4 0.3 0.89
O -2.9551 -2.0015 3.2547 0.1 -0.2 -0.3 -0.61
N -1.4795 -0.6622 2.1463 -0.6 0.0 0.0 -0.08
C -0.7486 -1.5984 1.4063 1.0 1.0 -0.7 0.12
C -0.8698 -2.9534 1.3828 -2.9 -0.2 2.0 -0.08
C 0.0405 -3.6836 0.7052 0.2 -0.8 -1.4 0.43
N -0.0567 -5.0213 0.6104 -0.3 -1.3 0.5 -0.47
N 0.9874 -3.1599 -0.0362 1.5 1.1 -0.6 -0.56
C 1.0081 -1.8429 -0.0669 -1.3 1.7 0.8 0.41
S 2.2211 -1.1970 -1.1975 -0.1 0.0 -0.2 -0.34
C 1.7767 0.4796 -1.6336 0.7 -2.1 1.1 0.69
C 2.7188 1.4836 -1.4749 2.5 -1.0 1.1 0.43
O 3.9680 1.0914 -0.9819 -0.9 0.9 0.0 -0.40
C 4.8021 2.1363 -0.4017 -0.6 0.9 -0.9 -0.69
N 2.4968 2.7298 -1.7884 3.2 -1.1 1.5 -0.47
C 1.3255 2.9453 -2.2509 -0.6 1.5 -0.7 0.03
N 1.1238 4.2076 -2.6111 -0.4 2.9 0.2 -0.46
N 0.3564 2.1267 -2.4574 -2.4 -1.7 -0.7 -0.49
C 0.5848 0.8705 -2.1744 -2.8 -1.5 -0.6 0.29
O -0.4301 -0.0873 -2.3877 1.9 1.1 0.6 -0.32
C -1.6299 0.2841 -3.0515 -0.2 0.5 -0.5 -0.74
N 0.1879 -1.0089 0.6383 1.2 -0.5 -0.7 -0.56
H -4.7617 -0.6964 4.7259 -0.2 -0.6 0.0 0.29
H -5.0122 1.1282 4.5998 0.7 -0.5 -0.4 0.25
H -3.0807 1.2296 3.1337 0.5 1.1 -0.5 0.26
H -1.1514 0.2671 1.9246 -0.3 0.1 0.1 0.25
H -1.7195 -3.4494 1.8615 0.5 0.3 0.1 0.37
H -0.9791 -5.4174 0.6457 0.1 -0.2 0.2 0.22
H 0.6153 -5.4636 0.0117 -0.1 0.0 -0.2 0.26
H 5.6673 1.7429 0.1353 -0.4 -0.6 -0.2 0.27
H 5.1911 2.8038 -1.2038 -0.4 -0.4 0.5 0.28
H 4.1949 2.7316 0.2958 0.2 -0.1 -0.2 0.31
H 1.6970 4.8531 -2.0439 -0.7 -0.3 -0.8 0.28
H 0.1403 4.4170 -2.6971 0.1 0.4 -0.1 0.27
H -1.4264 0.6174 -4.0722 0.1 0.2 0.1 0.31
H -2.2630 -0.6057 -3.1692 0.4 0.1 0.5 0.26
H -2.1711 1.0832 -2.5241 0.2 -0.3 -0.1 0.29
```
Positions in Å, forces in eV/Å.

Summary:
Total charge: 0
SMILES: C=CC(=O)Nc1cc(N)nc(Sc2c(OC)nc(N)nc2OC)n1
Spin multiplicity: 1
E_HOMO, eV: -8.071
Energy above the lowest of the compared OMol25 structures with the same formula, charge and spin, kcal per mole: 0.0
Kohn-Sham gap, eV: 8.146

The following is a DFT calculation (ωB97M-V/def2-TZVPD) of the molecule C13H15NO6S.

```
36
Properties=species:S:1:pos:R:3:forces:R:3:mulliken_charge:R:1
C 0.9260 3.8369 0.4085 0.0 0.0 0.0 -1.51
C -0.0944 2.7613 0.2109 0.0 -0.1 -0.1 0.91
C -1.0171 2.4479 1.2040 -0.1 -0.1 -0.1 -0.64
C -1.9375 1.4314 1.0170 -0.1 0.1 0.1 -0.65
C -1.9295 0.7305 -0.1717 -0.5 -0.4 -0.2 0.05
S -2.9891 -0.6924 -0.3590 0.0 -0.4 0.3 1.26
O -4.2237 -0.5060 0.3379 0.2 0.2 0.3 -0.71
O -3.0052 -1.0879 -1.7357 0.3 0.2 0.0 -0.68
N -2.1675 -1.9175 0.4634 -0.7 0.5 -0.4 -0.35
C -0.8405 -2.1646 -0.0275 0.3 -0.1 -0.1 -0.90
C 0.1976 -1.2973 0.6651 -0.3 0.1 0.3 0.84
O 0.0158 -0.7496 1.7193 0.1 -0.2 0.0 -0.59
O 1.3466 -1.2567 -0.0165 0.4 -0.1 -0.5 -0.37
C 2.4355 -0.5445 0.5808 0.2 0.2 0.4 0.45
C 3.5175 -1.5008 1.0728 -0.1 0.1 -0.2 -0.74
C 4.4113 -1.6461 -0.1642 0.0 -0.6 0.3 -0.48
O 4.2513 -0.4416 -0.9048 0.5 0.2 -0.4 -0.39
C 3.1635 0.2286 -0.5418 -0.8 0.1 0.5 0.09
O 2.8289 1.2711 -1.0150 0.1 0.1 -0.2 -0.47
C -1.0377 1.0374 -1.1813 0.0 0.0 -0.2 -0.39
C -0.1266 2.0590 -0.9910 -0.1 0.0 0.1 -0.38
H 0.6336 4.7323 -0.1395 0.0 0.1 0.0 0.36
H 1.8876 3.5077 0.0208 0.1 0.0 0.0 0.30
H 1.0270 4.0962 1.4592 0.0 0.1 0.1 0.37
H -1.0067 2.9945 2.1355 0.0 0.1 0.1 0.36
H -2.6570 1.1701 1.7766 -0.1 0.0 0.2 0.42
H -2.1996 -1.7664 1.4624 -0.1 0.1 0.2 0.35
H -0.5702 -3.2145 0.1434 0.0 0.2 -0.1 0.36
H -0.8462 -1.9842 -1.1038 0.2 -0.1 0.0 0.39
H 2.0360 0.1265 1.3472 0.2 -0.1 -0.2 0.60
H 4.0662 -1.0461 1.8970 0.0 0.0 0.0 0.31
H 3.1058 -2.4533 1.3971 0.0 0.0 0.1 0.33
H 4.0968 -2.4825 -0.7965 0.1 0.1 0.1 0.26
H 5.4707 -1.7499 0.0737 -0.1 0.0 0.0 0.35
H -1.0781 0.4765 -2.1020 0.1 0.0 -0.1 0.50
H 0.5867 2.2998 -1.7634 0.1 0.0 -0.1 0.39
```
Positions in Å, forces in eV/Å.

Summary:
Total charge: 0
SMILES: Cc1ccc(S(=O)(=O)NCC(=O)O[C@H]2CCOC2=O)cc1
Spin multiplicity: 1
E_HOMO, eV: -9.386
Energy above the lowest of the compared OMol25 structures with the same formula, charge and spin, kcal per mole: 0.0
Kohn-Sham gap, eV: 9.833

The following is a DFT calculation (ωB97M-V/def2-TZVPD) of the molecule C13H15NS at a distorted geometry.

```
30
Properties=species:S:1:pos:R:3:forces:R:3:mulliken_charge:R:1
H -3.2146 -2.5060 -2.0103 -0.8 0.1 -0.2 0.30
N -2.3850 -2.5968 -1.4593 0.6 -0.6 -1.1 -0.57
C -2.3829 -1.9821 -0.3985 3.5 -0.9 3.1 0.34
C -0.8014 -2.0857 0.4507 -4.6 0.5 -2.5 -0.33
C 0.3179 -1.6795 0.5975 0.0 -1.3 0.6 0.42
C 1.6983 -1.4095 0.8185 0.5 1.8 0.0 -0.80
C 2.3103 -0.8700 -0.4731 0.2 -3.4 -0.1 -0.56
C 2.4012 -2.0830 -1.4244 0.1 2.4 0.6 -1.43
S -3.6507 -1.2089 0.5274 0.3 0.5 -0.6 -0.10
C -2.5343 -0.0227 1.3596 -3.1 2.2 0.6 -0.84
C -2.1686 1.2610 0.5410 0.4 -1.6 0.0 0.56
C -2.1427 2.5628 0.9906 0.5 0.4 -2.8 -0.45
C -1.8391 3.6732 0.1573 0.6 -0.7 1.8 -0.64
C -1.4045 3.3946 -1.1094 0.6 1.4 -2.1 -0.19
C -1.3666 2.0950 -1.5886 -0.5 -0.5 1.2 -0.96
C -1.7580 1.0432 -0.7649 -0.9 0.2 -1.2 0.28
H 1.7498 -0.6397 1.6066 0.3 -0.4 0.0 0.25
H 2.3700 -2.2523 1.0297 -0.8 -0.1 0.6 0.29
H 1.9636 -0.0053 -0.9059 -1.4 1.9 -0.7 0.49
H 3.2871 -0.7201 -0.1760 2.4 0.9 0.3 0.31
H 2.9359 -2.8041 -0.9384 1.7 -2.0 1.4 0.42
H 1.5213 -2.5396 -1.6650 -2.9 -0.9 -0.4 0.43
H 2.8728 -1.9360 -2.3371 1.1 0.8 -1.7 0.41
H -1.7456 -0.7152 1.5347 1.0 0.4 1.0 0.19
H -3.2290 0.2510 2.2379 1.7 -0.3 -0.8 0.36
H -2.3923 2.7762 1.9352 -1.0 0.6 3.6 0.55
H -1.7591 4.6673 0.6549 -0.4 -0.8 -0.8 0.31
H -1.1157 4.1929 -1.8561 -0.3 -0.7 1.2 0.27
H -1.0962 1.8903 -2.5924 0.2 -0.1 -0.8 0.45
H -2.0447 0.0996 -1.2303 0.9 0.1 0.1 0.25
```
Positions in Å, forces in eV/Å.

Summary:
Total charge: 0
SMILES: [H]/N=C(/C#CCCC)SCc1ccccc1
Spin multiplicity: 1
E_HOMO, eV: -9.230
Energy above the lowest of the compared OMol25 structures with the same formula, charge and spin, kcal per mole: 109.5
Kohn-Sham gap, eV: 9.856

The following is a DFT calculation (ωB97M-V/def2-TZVPD) of a cluster of 2 separate species, C13H15OS in total at a distorted geometry.

```
30
Properties=species:S:1:pos:R:3:forces:R:3:mulliken_charge:R:1
C -0.8236 -1.4083 -2.6597 0.5 -1.4 0.7 -0.58
C -0.6494 -0.1033 -3.0079 -1.2 -1.4 -1.1 -0.87
C -2.2025 -0.2875 1.8481 0.0 0.5 -1.6 -0.73
C -2.1682 1.0859 1.5619 1.9 -1.4 -3.6 -0.64
C -1.7999 -1.2251 0.9310 0.4 3.0 -1.8 -1.04
C -1.6148 1.5011 0.2883 -0.7 2.2 2.1 -0.29
C -1.0700 -1.7804 -1.3015 0.2 1.2 -2.6 -0.56
C -0.6445 0.9349 -2.0284 -0.5 0.9 0.8 0.71
C -1.3556 -0.7805 -0.4092 -0.6 -1.8 4.2 1.49
C -1.2246 0.5918 -0.6630 0.6 0.0 -1.7 -0.40
C 0.9847 1.0316 -2.0137 0.6 3.8 0.4 -0.23
C 1.4647 0.0336 2.7690 1.1 2.8 1.6 -0.95
C 3.3405 -0.1613 0.8010 -0.9 1.0 -1.8 -1.06
O 1.4501 2.1064 -2.3357 -0.6 -2.7 0.4 -0.47
S 1.5839 0.3432 1.0055 0.6 -0.8 0.3 0.23
H -0.7441 -2.2780 -3.3070 0.1 0.6 -0.5 0.41
H -0.5285 0.1616 -4.0569 0.3 0.0 0.2 0.48
H -2.7102 -0.6645 2.6685 -0.5 -0.3 1.9 0.54
H -2.5137 1.7957 2.2309 -0.6 1.3 1.2 0.53
H -1.9075 -2.2208 1.2113 0.0 -1.8 -0.1 0.52
H -1.5363 2.6377 0.1210 -0.1 -2.0 0.0 0.34
H -1.1205 -2.8358 -1.1063 -0.1 -0.2 0.6 0.50
H -0.9945 1.8956 -2.4641 0.5 -0.5 0.6 0.61
H 1.5562 0.1975 -1.5858 -0.2 -0.2 -0.3 0.51
H 0.9573 0.9804 3.2280 1.0 -1.9 -0.5 0.27
H 2.4994 -0.1297 3.2688 -1.8 0.5 -1.0 0.34
H 0.8819 -0.8184 2.9349 -0.9 -1.2 0.4 0.28
H 3.7815 0.8303 0.7510 1.0 -0.4 0.5 0.33
H 3.4267 -0.5641 -0.2224 0.1 -0.2 0.5 0.34
H 3.6817 -0.8694 1.5424 0.1 0.1 0.1 0.39
```
Positions in Å, forces in eV/Å.

Summary:
Total charge: +1
Spin multiplicity: 1
E_HOMO, eV: -11.548
Energy above the lowest of the compared OMol25 structures with the same formula, charge and spin, kcal per mole: 0.0
Kohn-Sham gap, eV: 5.602